The following is a DFT calculation (ωB97M-V with the def2-TZVPD basis set) of a 2-piece molecular cluster, C5H14NP overall in a non-equilibrium geometry.

Last column: Mulliken charge in e.
Positions of all 21 atoms, in Å:
1 C 2.012990 -0.510460 1.014378  -0.880
2 C -1.898850 0.987290 0.878656  -0.954
3 C -1.418806 -1.853290 -0.193896  -1.042
4 C 2.409107 0.565689 0.125753  -0.021
5 C 1.527241 1.063942 -0.989870  -0.948
6 N -2.502861 0.515041 -1.734504  -0.662
7 P -1.451271 0.081199 -0.646210  0.542
8 H 1.156909 -0.075132 1.587049  0.096
9 H 1.719646 -1.391865 0.474332  0.221
10 H 2.804306 -0.877318 1.653246  0.392
11 H -1.452259 0.580747 1.861348  0.313
12 H -1.771776 2.142526 0.673737  0.248
13 H -2.966614 0.795134 1.053942  0.365
14 H -1.038752 -1.860530 0.817446  0.262
15 H -2.404949 -2.292818 -0.340359  0.393
16 H -0.885448 -2.381931 -0.992914  0.305
17 H 3.301882 0.322594 -0.464873  0.273
18 H 2.818868 1.435719 0.819734  0.245
19 H 1.384910 2.216650 -1.043880  0.262
20 H 1.482383 0.644715 -2.017227  0.347
21 H -2.826662 -0.107901 -2.535885  0.244

Atoms 1-3, force components in eV/Å:
C -1.633 -0.788 1.042
C -0.206 1.003 1.113
C -0.533 1.874 -1.445

orbital gap (spin up / spin down)	7.7 / 7.9	eV
energy relative to the best compared isomer or geometry (same formula, charge and spin)	359.33	kJ/mol
LUMO (spin up / spin down)	-0.1 / 0.6	eV